Record 1
A 2-piece molecular cluster, C6H13O2 overall at a distorted geometry. Source: OMol25; level of theory: the ωB97M-V functional and the def2-TZVPD basis.

Multiplicity   2
Gap between HOMO and LUMO (spin up / spin down)   9.676 / 6.550 eV
Relative energy (zero: lowest compared OMol25 entry of this formula, charge and spin)   28.8 kcal/mol

```
21
Properties=species:S:1:pos:R:3:forces:R:3:lowdin_spin:R:1
H -2.24504 -1.45945 4.90156 -1.3 -0.9 0.0 0.01
C -3.19001 -2.05537 4.93894 0.8 0.0 -0.7 0.03
C -2.86052 -3.55450 4.73927 -0.2 0.3 0.1 0.00
C -4.00248 -1.76936 6.19440 -0.7 0.3 0.4 0.00
C -4.38161 -0.29115 6.37179 0.2 0.0 -1.1 0.00
O -5.48421 0.12797 6.07066 0.8 -0.2 0.4 0.00
C -3.24847 0.62756 6.86737 -0.7 -0.3 -0.1 0.02
C -3.34593 2.07232 6.38409 0.1 -0.1 0.1 0.00
H -3.75724 -1.71397 4.05505 0.0 -0.1 0.3 0.00
H -2.34020 -3.67217 3.77352 -0.3 -0.1 0.4 0.00
H -2.21306 -3.97674 5.53022 -0.3 0.3 -0.3 0.00
H -3.80697 -4.12509 4.72896 0.5 0.0 -0.1 0.00
H -4.93738 -2.33059 6.09686 0.0 0.0 0.3 0.00
H -3.49994 -2.07696 7.12046 0.2 -0.2 -0.2 0.00
H -3.41977 0.61283 7.95201 0.4 0.0 0.1 0.00
H -2.26365 0.17320 6.65132 -0.5 0.2 0.2 0.01
H -2.62467 2.66167 6.95426 -0.1 0.2 -0.1 0.00
H -3.10480 2.18482 5.32394 0.0 -0.2 0.1 0.00
H -4.34839 2.47451 6.54622 0.1 -0.1 0.0 0.00
O -0.87813 -0.58391 5.25378 3.8 1.8 -0.1 0.92
H 0.10656 -0.25202 5.05685 -2.7 -1.1 0.3 0.00
```
Positions in Å, forces in eV/Å.

***

Record 2
A 2-piece molecular cluster, C6H13O2P overall. Source: OMol25; level of theory: the ωB97M-V functional and the def2-TZVPD basis.

Multiplicity   1
Gap between HOMO and LUMO (spin up / spin down)   7.742 / 7.781 eV
Relative energy (zero: lowest compared OMol25 entry of this formula, charge and spin)   88.5 kcal/mol

```
22
Properties=species:S:1:pos:R:3:forces:R:3:nbo_charge:R:1
C 1.59366 -1.84907 -0.69215 0.1 0.3 -0.4 -0.54
C -1.99234 -0.10388 1.07338 0.5 -0.1 -0.2 -0.46
C -0.66170 0.53111 1.48207 -0.5 0.4 0.3 -0.07
C -2.03007 -0.27904 -0.44446 -0.5 0.2 0.1 -0.07
C 2.94502 -1.76901 -0.06830 0.0 -0.1 0.2 -0.67
C -0.06966 2.73299 -1.08176 0.0 0.2 -0.2 -0.56
O 0.42647 -0.26334 1.06453 0.6 -0.5 -0.2 -0.81
O -0.94907 -1.07536 -0.90438 0.5 -0.3 -0.1 -0.80
P 0.54243 -0.46725 -0.56657 -0.5 0.3 0.1 1.43
H 1.54126 -2.36625 -1.64194 -0.2 -0.2 -0.1 0.21
H -2.08239 -1.08192 1.54851 -0.1 0.0 0.1 0.21
H -2.81845 0.53090 1.39212 -0.1 0.0 0.0 0.21
H -0.58201 1.53284 1.03523 0.0 -0.1 0.2 0.18
H -0.58149 0.61209 2.57013 0.0 0.1 -0.2 0.19
H -2.93801 -0.80355 -0.75728 0.1 0.2 0.0 0.20
H -1.99823 0.70527 -0.92951 -0.1 -0.1 0.0 0.18
H 2.97245 -0.98380 0.68645 0.2 0.0 0.1 0.22
H 3.16173 -2.72041 0.42462 0.1 0.0 0.1 0.23
H 3.74048 -1.59621 -0.79811 0.0 0.0 0.0 0.22
H 0.72371 3.10280 -0.46506 0.3 0.0 0.3 0.17
H 0.13079 2.63238 -2.12846 0.1 -0.2 -0.3 0.17
H -1.07460 2.97873 -0.79906 -0.3 0.0 0.1 0.16
```
Positions in Å, forces in eV/Å.